[1]
ORCA calculation (ωB97M-V with the def2-TZVPD basis set) on a structure of composition C18H35As2BaNS2.

```
59
Properties=species:S:1:pos:R:3
Ba 0.860 0.270 -1.660
S -0.833 -2.411 -1.841
S -1.260 2.574 -2.087
C 0.402 -3.753 -1.936
C -1.292 -2.416 -3.630
C -0.609 -1.251 -4.331
N -1.014 -0.004 -3.644
C -0.660 1.191 -4.441
C -1.452 2.382 -3.931
H -2.390 -2.347 -3.667
H -0.966 -3.367 -4.067
H -0.849 -1.180 -5.408
H 0.494 -1.331 -4.250
H -0.858 0.991 -5.510
H 0.431 1.374 -4.337
H -2.531 2.248 -4.129
H -1.098 3.292 -4.436
C 0.340 3.498 -2.119
H -2.038 -0.021 -3.523
H 1.054 3.141 -2.884
H 0.799 3.446 -1.116
H 0.092 4.549 -2.331
H 0.695 -3.952 -0.899
H 1.282 -3.474 -2.537
H -0.070 -4.654 -2.356
C -3.875 -0.327 -0.623
C -3.419 -0.410 0.640
H -3.947 -1.200 -1.287
H -4.129 0.640 -1.091
H -2.985 -1.333 1.050
H -3.405 0.456 1.317
C -1.424 1.846 3.174
As -0.010 1.685 1.839
C 0.587 3.540 2.005
C 1.244 0.839 3.161
C 1.758 1.548 4.243
C 2.646 0.918 5.139
C 2.994 -0.421 4.956
C 2.454 -1.151 3.877
C 1.606 -0.516 2.972
As 0.914 -1.476 1.372
C 2.686 -2.033 0.718
C 0.304 -3.081 2.316
H -2.235 2.431 2.730
H -1.022 2.351 4.059
H -1.776 0.844 3.436
H 0.556 3.856 3.052
H 1.600 3.614 1.597
H -0.108 4.135 1.403
H 1.503 2.591 4.397
H 3.061 1.494 5.968
H 3.685 -0.922 5.645
H 2.696 -2.213 3.761
H 3.163 -2.625 1.505
H 2.522 -2.634 -0.186
H 3.293 -1.141 0.501
H 1.102 -3.503 2.936
H -0.553 -2.807 2.947
H -0.012 -3.791 1.542
```

Values from the calculation:
M: 616.791 g mol⁻¹
HOMO-LUMO gap: 7.632 eV
Strongest force on any atom: 1.4 eV Å⁻¹
Net charge: +2

[2]
ORCA calculation (ωB97M-V with the def2-TZVPD basis set) on an isolated molecule of C18H17N3O5.

```
43
Properties=species:S:1:pos:R:3
C 5.146 -1.008 -0.856
H 5.326 -0.075 -0.322
O 3.988 -1.558 -0.270
C 3.459 -2.711 -0.781
C 4.070 -3.426 -1.807
C 3.501 -4.586 -2.303
C 2.303 -5.051 -1.793
C 1.687 -4.344 -0.781
C 2.243 -3.181 -0.251
C 1.451 -2.534 0.831
O 0.285 -2.853 1.042
N 2.074 -1.617 1.598
H 2.984 -1.283 1.325
C 1.409 -0.981 2.712
C 0.520 0.198 2.275
O 0.785 1.347 2.560
N -0.551 -0.225 1.559
N -1.549 0.480 0.983
C -1.667 1.746 1.085
C -2.777 2.421 0.439
C -3.723 1.707 -0.298
C -4.793 2.334 -0.921
C -4.887 3.700 -0.782
C -3.946 4.425 -0.046
C -2.887 3.816 0.572
H -2.167 4.383 1.137
O -4.279 5.756 -0.073
C -5.458 5.844 -0.842
O -5.829 4.556 -1.285
H -5.283 6.496 -1.713
H -6.269 6.270 -0.229
H -5.523 1.783 -1.490
H -3.601 0.639 -0.374
H -0.976 2.377 1.639
H -0.617 -1.229 1.362
H 2.160 -0.604 3.407
H 0.781 -1.727 3.211
H 0.747 -4.673 -0.366
H 1.854 -5.952 -2.181
H 4.003 -5.121 -3.096
H 5.001 -3.084 -2.227
H 4.994 -0.792 -1.917
H 6.011 -1.666 -0.732
```

Values from the calculation:
M: 355.350 g mol⁻¹
HOMO-LUMO gap: 8.160 eV
Relative energy (zero: lowest compared OMol25 entry of this formula, charge and spin): 2.0983 eV
Strongest force on any atom: 1.3 eV Å⁻¹
SMILES: COc1ccccc1C(=O)NCC(=O)N/N=C/c1ccc2c(c1)OCO2